Below is a structure of composition CH10NOSr at a distorted geometry, with properties calculated with wB97M-V/def2-TZVPD.

Summary:
* charge: -1
* calculated total energy: -204.665619 Ha
* gap between HOMO and LUMO: 0.1804 hartree
* relative energy (zero: lowest compared OMol25 entry of this formula, charge and spin): 0.0000 eV

Geometry as XYZ:
```
14
Properties=species:S:1:pos:R:3:forces:R:3:nbo_charge:R:1
C 0.896395 1.963927 -2.043682 -0.524 0.505 -0.760 -1.42
Sr -0.508361 -0.012885 -1.196511 0.483 -1.353 -0.281 1.56
N -0.386608 -0.922753 1.310137 0.179 0.081 0.997 -1.10
H 1.103143 -1.406651 -2.292682 -0.058 0.120 0.172 -0.80
H 0.468279 -0.633370 1.790555 -0.215 -0.115 -0.100 0.35
H -1.895478 -2.012129 -0.846470 -0.499 0.222 0.012 -0.84
H 1.000776 1.667206 -3.108048 0.141 0.243 0.237 0.18
H 1.898792 2.109471 -1.633493 0.180 0.065 0.021 0.17
H 0.355912 2.932196 -2.023659 0.279 0.126 -0.093 0.14
H -1.149838 -0.469105 1.823465 0.246 -0.235 -0.289 0.36
H -0.500028 -1.923941 1.450956 -0.095 0.124 -0.364 0.39
O 0.342689 1.651104 0.761704 0.121 0.923 1.203 -0.96
H 0.022167 2.572842 0.758987 0.304 -0.613 -0.301 0.48
H 1.307059 1.739387 0.872038 -0.541 -0.093 -0.455 0.49
```
Positions in Å, forces in eV/Å.


Below is an isolated molecule of CH10NP5 at a distorted geometry, with properties calculated with wB97M-V/def2-TZVPD.

Summary:
* charge: 0
* calculated total energy: -1805.491636 Ha
* gap between HOMO and LUMO: 0.2922 hartree
* structure (SMILES): CN([PH]#[PH2])P(P)#[PH2]
* relative energy (zero: lowest compared OMol25 entry of this formula, charge and spin): 0.7432 eV

Geometry as XYZ:
```
17
Properties=species:S:1:pos:R:3:forces:R:3:nbo_charge:R:1
C -0.767321 1.184933 -0.887415 1.162 0.355 -1.277 -0.44
N -0.010199 -0.019971 -0.538877 1.956 0.251 1.062 -0.97
P 2.091450 0.180544 -0.444019 -3.200 -0.037 0.351 0.45
P 2.226042 -0.863102 -2.328600 1.604 -0.337 0.049 -0.01
P -0.372706 -0.774297 0.973422 0.415 -1.164 -0.899 0.49
P -0.155663 0.798449 2.459158 1.705 1.909 -0.430 -0.07
P -2.615248 -0.850381 1.005078 0.111 0.626 1.538 -0.06
H -0.628659 1.357027 -2.016154 -0.734 -0.199 1.552 0.20
H -1.804879 1.078503 -0.539038 0.177 0.086 -0.588 0.21
H -0.347968 2.065901 -0.397053 -0.169 0.196 0.089 0.19
H 1.951720 1.443502 -0.973313 0.021 0.986 -0.168 -0.06
H 3.221495 -1.693207 -1.623029 -0.977 -0.049 -0.908 0.00
H 1.034042 -1.403886 -1.852879 -0.084 -1.000 -0.113 0.05
H 1.352287 1.037801 2.131820 -2.052 -0.342 0.281 0.01
H 0.234188 -0.049242 3.464063 0.106 -0.739 0.780 0.00
H -2.542347 -2.056510 1.769188 -0.186 0.184 -0.304 0.01
H -2.866233 -1.436064 -0.202351 0.144 -0.728 -1.014 0.00
```
Positions in Å, forces in eV/Å.


Below is a structure of composition CH10NaO8 at a distorted geometry, with properties calculated with wB97M-V/def2-TZVPD.

Summary:
* charge: -1
* calculated total energy: -808.364674 Ha
* gap between HOMO and LUMO: 0.0732 hartree
* relative energy (zero: lowest compared OMol25 entry of this formula, charge and spin): 2.1256 eV

Geometry as XYZ:
```
20
Properties=species:S:1:pos:R:3:forces:R:3:nbo_charge:R:1
Na -0.149737 0.085165 -0.570875 -0.807 0.098 1.025 0.91
C -1.938684 -0.990199 2.692766 -0.493 -1.391 1.091 0.93
O -1.380104 -0.988083 3.836144 0.338 0.663 -0.314 -0.88
O -2.840438 -1.884291 2.428764 0.132 0.274 -0.773 -0.92
O -1.633495 -0.135990 1.747540 0.625 0.654 -1.099 -1.00
O 1.408267 -0.848915 -2.249489 0.167 -0.091 -0.156 -0.96
H 1.694691 -1.718735 -2.552665 -0.179 0.054 0.028 0.48
H 2.101109 -0.246316 -2.542485 -0.086 -0.070 0.115 0.47
O -1.251759 2.584666 -0.354438 0.135 0.061 0.147 -0.96
H -1.470068 3.493034 -0.577444 0.004 -0.045 -0.010 0.46
H -1.244232 2.558449 0.615221 -0.195 -0.407 -0.073 0.50
O -2.248512 -1.200060 -0.633295 0.465 -0.101 -0.578 -1.05
H -1.993151 -2.119561 -0.753908 -0.305 -0.075 0.225 0.45
H -2.359964 -1.093874 0.360206 0.207 0.374 0.428 0.55
O 1.680075 1.957915 -1.025489 0.236 -0.239 -0.232 -0.93
H 1.905645 2.037096 -1.960073 -0.080 0.208 0.100 0.46
H 2.515560 1.749833 -0.588612 -0.165 0.005 0.108 0.47
O 2.153271 -0.856287 0.916767 0.104 0.132 -0.331 -0.92
H 3.089542 -0.699662 0.751109 -0.048 -0.090 0.081 0.45
H 1.961975 -1.684185 0.460247 -0.056 -0.012 0.218 0.47
```
Positions in Å, forces in eV/Å.


Below is a cluster of 4 separate species, CH10O3S2 in total at a distorted geometry, with properties calculated with wB97M-V/def2-TZVPD.

Summary:
* charge: 0
* calculated total energy: -1066.151731 Ha
* gap between HOMO and LUMO: 0.3496 hartree
* structure (SMILES): CSS.O.O.O
* relative energy (zero: lowest compared OMol25 entry of this formula, charge and spin): 1.0366 eV

Geometry as XYZ:
```
16
Properties=species:S:1:pos:R:3:forces:R:3:nbo_charge:R:1
C 0.940430 -1.225279 1.821784 -0.248 1.519 -0.258 -0.71
S 0.866549 0.541692 1.218227 -1.359 -0.815 0.222 0.06
S -1.124882 0.890331 1.734642 0.395 0.337 -0.141 -0.15
H 0.977338 -1.047290 2.885193 0.975 -0.652 0.341 0.22
H 0.078096 -1.871085 1.680325 -0.200 0.446 -0.768 0.23
H 1.786344 -1.555710 1.235650 0.473 -0.653 0.694 0.23
H -0.906684 1.584049 2.862498 -0.024 -0.025 0.041 0.13
O 1.326004 3.493600 -3.417086 1.475 0.161 1.041 -0.97
H 1.358605 2.876823 -4.145289 -0.986 0.275 -0.229 0.49
H 0.539784 4.000833 -3.230421 -0.494 -0.443 -0.811 0.49
O -0.286127 -0.982563 -1.277497 -0.090 0.436 -0.326 -0.95
H -0.201419 -0.047830 -1.045062 0.138 -0.168 0.366 0.47
H -0.299689 -0.934361 -2.239183 -0.088 -0.455 -0.087 0.47
O -1.261316 -3.748188 -1.866901 -0.533 0.242 1.151 -0.92
H -1.914722 -4.435092 -1.758479 -0.253 -0.930 -0.795 0.46
H -1.476215 -3.327468 -1.014791 0.819 0.724 -0.441 0.47
```
Positions in Å, forces in eV/Å.